Below is a 2-piece molecular cluster, C5H13NO overall, with properties calculated with ωB97M-V/def2-TZVPD.

Last column: Löwdin charge in e.
Positions of all 20 atoms, in Å:
C 1.10613 0.64236 2.35992  0.001
C 0.85000 -0.60154 2.00298  -0.209
C -0.26354 -1.01420 1.08110  -0.210
C 0.36482 -1.45306 -0.25893  -0.265
N -0.41817 -2.44875 -1.01112  -0.109
C -1.26579 -1.80555 -2.09005  -0.129
H 0.44147 1.43093 2.03160  0.059
H 1.93801 0.81920 3.02894  0.051
H 1.49135 -1.47120 2.14793  0.103
H -0.94312 -0.20905 0.82725  0.101
H -0.87819 -1.83537 1.45810  0.111
H 1.39173 -1.77561 -0.10516  0.106
H 0.46501 -0.54570 -0.86887  0.103
H 0.21597 -2.87999 -1.68361  0.082
H -1.38924 -2.60345 -2.81896  0.070
H -2.25876 -1.55285 -1.72126  0.065
H -0.87161 -0.89424 -2.55021  0.069
O -0.33043 6.26267 -0.49708  -0.067
H -0.25007 5.40494 -0.91593  0.024
H 0.60444 6.53046 -0.41664  0.043

Output
Molar mass ... 103.16 g/mol
HOMO ... -9.37 eV


Below is C15H14Cl6N7O2SSc as an isolated structure, with properties calculated with ωB97M-V/def2-TZVPD.

Last column: Löwdin charge in e.
Positions of all 46 atoms, in Å:
Sc 0.57165 -0.09287 0.37189  0.746
N 2.32496 -1.18889 1.59644  -0.069
C 3.50256 -1.49427 0.77685  -0.229
C 3.79655 -0.29280 -0.09956  -0.221
N 2.59640 0.04546 -0.87529  -0.010
H 2.52503 -0.44000 2.25720  0.099
H 2.00286 -1.98917 2.12962  0.041
H 3.26508 -2.36523 0.16090  0.123
H 4.38313 -1.74777 1.37481  0.119
H 4.66866 -0.48011 -0.73149  0.120
H 4.03076 0.56689 0.53197  0.126
H 2.51961 -0.49471 -1.73235  0.078
H 2.59881 1.02132 -1.15593  0.101
Cl -1.97055 0.69348 1.25974  0.794
C -2.90622 -0.73005 1.66065  -0.621
C -4.27171 -0.56674 1.79432  -0.111
C -5.04946 -1.67208 2.10184  -0.084
C -4.44693 -2.90866 2.26102  -0.119
C -3.07602 -3.03393 2.11840  -0.686
Cl -2.38867 -4.61754 2.32451  0.654
C -2.23941 -1.95108 1.81620  -0.723
S -0.50731 -2.11909 1.66290  0.579
H -4.70949 0.41176 1.65869  0.106
H -6.11982 -1.56958 2.21093  0.106
H -5.02962 -3.78752 2.49665  0.103
Cl 0.32362 6.46968 -1.47833  0.658
C 0.59219 5.01431 -0.59205  -0.713
C 1.18745 5.05586 0.66083  -0.712
Cl 1.66644 6.56435 1.34831  0.658
C 1.40737 3.87069 1.37185  -0.617
Cl 2.16313 3.87625 2.92218  0.699
C 1.02579 2.65244 0.83024  -0.389
O 1.20341 1.47686 1.42450  -0.218
C 0.41658 2.60655 -0.44578  -0.407
O 0.08914 1.40320 -0.89567  -0.254
C 0.20969 3.78853 -1.14666  -0.616
Cl -0.52188 3.69404 -2.70740  0.687
N -0.29588 -1.59698 -4.98596  0.141
N -0.44286 -1.67738 -3.59990  -0.274
N -1.38594 -2.39155 -3.02937  0.147
C -1.08561 -2.23433 -1.74785  -0.170
N -0.01651 -1.44408 -1.59025  -0.041
N 0.39081 -1.10607 -2.79748  0.094
H -1.17454 -1.93270 -5.37222  0.101
H -0.20394 -0.60950 -5.21529  0.105
H -1.61929 -2.67699 -0.92458  0.096

Output
Molar mass ... 614.06 g/mol
HOMO ... -7.45 eV


Below is a 2-piece molecular cluster, C5H10O2 overall, with properties calculated with ωB97M-V/def2-TZVPD.

Last column: Löwdin charge in e.
Positions of all 17 atoms, in Å:
C -1.01051 -1.83902 0.57554  -0.083
C -0.54312 -0.46389 0.93894  -0.125
O 1.29689 -0.88432 -0.55865  -0.103
C 1.36563 0.30584 -1.00455  -0.532
C 1.08384 1.39509 -0.08122  0.023
C -0.90768 0.72990 0.38022  -0.291
O -1.59245 0.83106 -0.80468  0.003
H -0.16981 -2.53500 0.56794  0.077
H -1.49416 -1.87905 -0.40374  0.076
H -1.73768 -2.18036 1.32525  0.084
H -0.00118 -0.38600 1.87920  0.122
H 1.12518 0.55025 -2.06128  0.129
H 2.41057 0.91890 -0.82031  0.183
H 1.47314 1.28062 0.92661  0.098
H 0.99579 2.41523 -0.45914  0.105
H -0.98729 1.63967 0.97221  0.136
H -1.30717 0.10106 -1.37233  0.099

Output
Molar mass ... 102.13 g/mol
HOMO ... -8.48 eV


Below is a 2-piece molecular cluster, C3HO2S overall, with properties calculated with ωB97M-V/def2-TZVPD.

Last column: Löwdin charge in e.
Positions of all 7 atoms, in Å:
C 2.14680 -0.35315 0.49776  -0.113
C 1.02092 -0.64167 0.20614  -0.738
C 4.23578 -0.03545 -0.03622  -0.666
O 4.49518 1.03910 0.33272  0.067
O 4.48976 -1.07471 -0.51899  0.061
S -0.63653 -1.14187 0.04131  0.588
H -0.48491 -0.96413 -1.23628  -0.200

Output
Net charge ... -1
Molar mass ... 101.11 g/mol
HOMO ... -3.94 eV


Energy above the lowest of the compared OMol25 structures with the same formula, charge and spin (computed, kcal/mol): 50.6 0.0 126.1 5.0
Total energy (computed, eV): -8931.816 -136982.511 -9437.574 -18056.124
HOMO-LUMO gap (computed, eV): 10.069 7.504 8.845 7.223